Molecular formula: C3H5NO2
Method: DFT, ωB97M-V with the def2-TZVPD basis set

ORCA input file:
```
! RIJCOSX wB97M-V def2-TZVPD def2/J DEFGRID3
* xyz 0 1
N 1.57 -0.59 0.70
C 0.82 0.25 -0.18
O 1.26 0.76 -1.18
C -0.61 0.06 0.22
C -1.70 0.35 -0.79
O -2.86 0.46 -0.49
H 1.82 -0.19 1.59
H 2.32 -1.08 0.25
H -0.87 0.50 1.19
H -0.39 -0.99 0.53
H -1.37 0.48 -1.84
*
```

total energy	-8776.171	eV
HOMO	-0.3688	Eh
energy above the lowest of the compared OMol25 structures with the same formula, charge and spin	1.523	eV
lowest unoccupied orbital energy	0.0246	hartree

Atom charges from the Löwdin analysis, given in e for atoms 1 to 4:
1 N 0.08
2 C -0.50
3 O 0.10
4 C -0.08